# 1
Density functional theory data (wB97M-V/def2-TZVPD) for a 2-piece molecular cluster, C3H11ClN2Si overall at a distorted geometry.

Each line ends with the Mulliken charge.
Atoms and positions in Å:
Cl1 2.286 -0.337 -0.659  -0.37
Si1 0.243 -0.574 -0.043  0.64
N1 0.511 2.182 -0.547  0.10
N2 0.242 3.055 0.203  -0.50
C1 -0.023 -2.483 0.110  -1.12
C2 -0.170 0.201 1.596  -0.94
C3 -0.934 -0.094 -1.511  -1.11
H1 -1.783 -0.782 -1.654  0.37
H2 -0.961 -2.521 0.663  0.31
H3 -0.135 -2.825 -0.916  0.25
H4 1.461 1.838 -0.594  0.18
H5 -0.396 1.207 1.495  0.40
H6 -0.436 0.093 -2.455  0.33
H7 -0.976 -0.400 2.026  0.28
H8 -1.489 0.844 -1.313  0.35
H9 0.673 -2.972 0.722  0.36
H10 0.810 0.075 2.172  0.24
H11 1.077 3.492 0.703  0.21

Properties
Relative energy (zero: lowest compared OMol25 entry of this formula, charge and spin): 294.8 kJ/mol
SMILES string: C[Si](C)(C)Cl.[H]/N=N\[H]
Net charge: 0

=====

# 2
Density functional theory data (wB97M-V/def2-TZVPD) for C46H39BrN5O3S2W as an isolated structure.

Each line ends with the Mulliken charge.
Atoms and positions in Å:
W1 0.357 -0.141 0.451  1.83
Br1 0.585 -0.759 4.415  -0.05
S1 3.530 -3.053 0.359  0.01
S2 0.799 -2.178 -0.654  -0.86
O1 2.351 0.510 -1.550  -0.07
O2 -1.201 -0.028 1.511  1.19
O3 0.109 -5.797 5.421  -0.55
N1 1.767 1.078 -0.434  0.33
N2 -0.060 -2.756 2.630  0.49
N3 -0.991 -0.051 -1.359  0.13
N4 0.593 1.829 1.564  0.02
N5 2.062 -0.941 1.236  -0.52
C1 1.872 1.135 -2.783  2.99
C2 -2.532 -0.475 1.235  3.70
C3 4.160 2.119 -2.950  -0.37
C4 -5.630 1.589 0.490  -0.81
C5 -3.716 2.967 0.065  -1.19
C6 -2.924 -1.039 -2.359  -0.60
C7 1.253 4.153 2.994  -0.51
C8 -3.154 -0.330 3.644  -0.37
C9 1.693 0.434 -5.182  -0.50
C10 -3.584 -3.050 3.879  -0.85
C11 -1.447 0.269 -3.675  -0.85
C12 -3.413 0.715 0.869  0.28
C13 -0.686 0.522 -2.545  -0.69
C14 -2.878 1.927 0.451  0.19
C15 -5.091 2.801 0.080  -0.73
C16 -2.111 -0.814 -1.264  -0.17
C17 -3.493 -0.870 4.872  -1.04
C18 -4.797 0.555 0.885  -0.51
C19 0.400 1.564 -2.653  -2.02
C20 1.975 3.796 1.883  -1.18
C21 -0.271 -4.024 2.268  -0.77
C22 -2.575 -0.524 -3.591  -1.36
C23 2.785 -2.055 -4.675  -1.07
C24 2.276 2.180 0.018  -0.63
C25 -3.008 -1.142 2.523  -0.43
C26 4.595 4.409 -3.534  -0.50
C27 2.189 -1.947 0.485  0.39
C28 0.224 -2.551 3.899  0.10
C29 4.614 -2.328 1.603  -0.82
C30 -0.231 -5.091 3.139  -0.85
C31 3.234 4.630 -3.648  -1.07
C32 0.292 -3.527 4.876  -0.80
C33 -3.237 -2.504 2.648  -0.41
C34 -3.705 -2.238 4.994  -0.67
C35 -0.098 2.199 2.666  -0.21
C36 1.622 2.633 1.193  0.57
C37 0.051 -4.835 4.481  0.88
C38 1.856 -0.471 -6.216  -0.99
C39 2.401 -1.724 -5.964  -0.54
C40 5.057 3.145 -3.183  -0.85
C41 2.785 2.335 -3.052  -0.71
C42 -2.480 -1.450 0.053  -2.23
C43 0.190 3.332 3.382  -1.26
C44 2.055 0.096 -3.880  -0.01
C45 2.616 -1.150 -3.634  -0.03
C46 2.332 3.598 -3.409  0.01
H1 2.809 4.384 1.526  0.54
H2 -6.704 1.452 0.513  0.46
H3 0.527 -3.295 5.904  0.53
H4 0.285 2.284 -1.842  0.63
H5 -1.772 -2.245 0.298  -0.04
H6 1.276 3.815 -3.498  0.50
H7 5.296 5.212 -3.722  0.43
H8 -0.480 -4.186 1.216  0.45
H9 -3.461 -1.908 -0.069  1.07
H10 -1.806 2.065 0.427  0.32
H11 4.695 -1.257 1.435  0.19
H12 1.570 -0.194 -7.222  0.45
H13 2.916 -1.427 -2.634  0.48
H14 -3.819 -1.634 -2.238  0.57
H15 4.525 1.134 -2.684  0.39
H16 -3.007 0.740 3.550  0.40
H17 1.499 5.044 3.555  0.47
H18 -5.742 3.612 -0.220  0.41
H19 -0.899 1.539 2.959  0.57
H20 6.119 2.959 -3.100  0.44
H21 1.307 1.424 -5.403  0.49
H22 -1.160 0.718 -4.614  0.55
H23 -3.287 3.911 -0.248  0.49
H24 4.224 -2.512 2.600  0.24
H25 -3.182 -0.716 -4.466  0.48
H26 -3.755 -4.115 3.961  0.48
H27 5.587 -2.802 1.490  0.41
H28 -3.136 -3.168 1.799  0.33
H29 0.176 2.109 -3.567  1.42
H30 -3.595 -0.225 5.736  0.44
H31 2.534 -2.432 -6.771  0.42
H32 2.863 5.609 -3.924  0.45
H33 3.221 -3.024 -4.470  0.47
H34 -0.055 -6.663 5.031  0.31
H35 3.088 2.682 -0.489  0.55
H36 -5.225 -0.380 1.230  0.42
H37 -0.415 3.571 4.245  0.54
H38 -0.408 -6.099 2.785  0.36
H39 -3.970 -2.664 5.953  0.44

Properties
Relative energy (zero: lowest compared OMol25 entry of this formula, charge and spin): 238.2 kJ/mol
Net charge: +1

=====

# 3
Density functional theory data (wB97M-V/def2-TZVPD) for one molecule with the formula C27H47ClN2O5S2 at a distorted geometry.

Each line ends with the Mulliken charge.
Atoms and positions in Å:
Cl1 3.278 -0.922 -2.357  -0.13
S1 4.768 -0.287 1.827  1.39
S2 2.769 2.332 -1.652  -0.19
O1 7.303 -2.611 1.178  -0.28
O2 3.689 0.988 1.954  -0.43
O3 6.209 0.112 1.675  -0.56
O4 8.354 -4.383 2.286  -0.51
O5 4.665 -1.052 3.142  -0.76
N1 -8.118 2.141 1.147  0.26
N2 5.155 1.098 -1.375  -0.11
C1 5.663 2.447 -1.773  -0.56
C2 1.700 -0.409 -0.145  -0.73
C3 -1.238 -3.025 -0.747  -0.66
C4 -3.699 -2.379 -0.176  -0.60
C5 -0.165 -1.956 -1.361  -0.58
C6 6.002 -3.086 0.739  -0.73
C7 -9.080 3.136 1.556  -0.18
C8 -7.715 1.028 2.064  -0.74
C9 7.291 2.322 -1.820  -0.85
C10 -8.417 3.717 -0.689  -0.46
C11 -9.346 4.218 0.468  -0.57
C12 -8.795 -0.638 0.240  -0.73
C13 -2.698 -2.759 -1.380  -0.48
C14 -7.667 2.456 -0.204  -0.31
C15 7.574 -3.397 2.365  0.25
C16 1.064 -1.906 -0.327  -0.58
C17 3.851 1.171 -0.623  0.00
C18 -8.480 -0.361 1.789  -0.42
C19 3.260 -0.349 -0.584  0.46
C20 8.005 2.846 -0.480  -0.20
C21 7.976 4.457 -0.330  -0.96
C22 5.313 -2.109 -0.376  -0.33
C23 4.139 -1.326 0.385  -0.90
C24 -6.173 -1.353 0.202  -0.10
C25 -7.513 -1.051 -0.651  -0.46
C26 3.979 1.866 0.830  -0.49
C27 -5.118 -2.010 -0.832  -0.74
H1 -9.505 -0.273 2.318  0.36
H2 1.811 2.808 -0.744  0.18
H3 -6.342 -2.143 1.030  0.21
H4 7.630 3.019 -2.682  0.40
H5 7.634 1.266 -2.128  0.32
H6 4.937 -2.821 -1.194  0.45
H7 9.125 2.557 -0.556  0.37
H8 -4.934 -1.225 -1.653  0.28
H9 5.034 2.294 0.929  0.28
H10 -0.670 -0.953 -1.561  0.35
H11 5.351 2.753 -2.838  0.32
H12 -3.303 -1.499 0.465  0.27
H13 -7.300 -0.230 -1.439  0.16
H14 8.951 4.738 0.228  0.34
H15 -7.949 -1.243 2.313  0.30
H16 -8.352 4.241 -1.697  0.32
H17 3.257 2.762 0.930  0.38
H18 -10.027 5.129 0.499  0.32
H19 0.200 -2.444 -2.345  0.16
H20 0.724 -2.254 0.721  0.30
H21 5.297 -3.133 1.658  0.39
H22 -5.543 -2.961 -1.321  0.31
H23 -8.036 1.371 3.119  0.32
H24 -3.005 -3.690 -1.965  0.31
H25 -9.568 -1.486 0.199  0.38
H26 7.021 -3.112 3.323  0.37
H27 7.111 4.811 0.328  0.26
H28 6.112 -4.165 0.372  0.44
H29 -2.609 -1.836 -2.052  0.28
H30 -5.679 -0.418 0.633  0.04
H31 8.013 4.954 -1.362  0.23
H32 1.541 -0.034 0.939  0.25
H33 5.444 3.287 -1.031  0.29
H34 -7.817 -2.006 -1.230  0.32
H35 -1.319 -2.857 0.381  0.35
H36 -9.289 0.261 -0.286  0.25
H37 5.901 0.687 -0.794  0.08
H38 1.034 0.271 -0.794  0.41
H39 -0.906 -4.113 -0.921  0.31
H40 3.487 -2.137 0.891  0.65
H41 1.873 -2.649 -0.665  0.27
H42 -6.910 1.835 -0.793  0.32
H43 7.603 2.288 0.433  0.08
H44 6.135 -1.448 -0.809  0.14
H45 -3.748 -3.280 0.539  0.25
H46 -9.626 3.171 2.559  0.28
H47 -6.575 0.942 2.085  0.27

Properties
SMILES string: CCCCN[C@]1(S)COS(=O)(=O)[C@H](CCOC=O)[C@@]1(Cl)CCCCCCCCCCCCn1cccc1
Calculated total energy: -2798.90278 Ha
Net charge: 0

=====

# 4
Density functional theory data (wB97M-V/def2-TZVPD) for one molecule with the formula CH4 at a distorted geometry.

Each line ends with the Mulliken charge.
Atoms and positions in Å:
C1 0.034 -0.004 -0.006  -0.95
H1 -1.088 0.226 -0.004  0.22
H2 0.399 0.905 0.385  0.25
H3 0.186 -0.788 0.648  0.25
H4 0.301 -0.321 -0.994  0.23

Properties
Relative energy (zero: lowest compared OMol25 entry of this formula, charge and spin): 22.6 kJ/mol
SMILES string: C
Net charge: 0

=====

# 5
Density functional theory data (wB97M-V/def2-TZVPD) for a 2-piece molecular cluster, C3H11N2O overall at a distorted geometry.

Each line ends with the Mulliken charge.
Atoms and positions in Å:
O1 -1.902 -0.532 -2.089  -0.64
N1 0.732 -0.384 -1.194  -0.20
N2 0.627 1.634 1.859  -0.47
C1 -0.344 -0.990 1.018  -1.32
C2 0.549 -0.145 0.233  0.47
C3 1.188 1.044 0.726  -0.34
H1 0.549 1.013 2.606  0.24
H2 -0.526 -2.044 0.517  0.36
H3 1.254 2.435 2.122  0.30
H4 -0.074 0.131 -1.626  0.38
H5 0.110 -1.096 2.037  0.39
H6 -2.379 0.193 -2.577  0.33
H7 -2.668 -1.101 -1.847  0.31
H8 1.984 1.596 0.055  0.23
H9 1.573 -0.027 -1.628  0.37
H10 -1.292 -0.377 1.172  0.26
H11 0.620 -1.347 -1.383  0.34

Properties
Relative energy (zero: lowest compared OMol25 entry of this formula, charge and spin): 232.5 kJ/mol
Net charge: +1

=====

# 6
Density functional theory data (wB97M-V/def2-TZVPD) for a 9-piece molecular cluster, C32H87N9O14 overall at a distorted geometry.

Each line ends with the Mulliken charge.
Atoms and positions in Å:
O1 4.809 8.841 -7.285  -0.63
O2 6.029 5.695 -10.639  -0.16
O3 -2.344 8.170 -7.129  -0.16
O4 4.000 -0.388 -10.068  -0.39
O5 6.931 0.293 -11.405  -0.14
O6 7.540 2.436 -5.931  -0.50
O7 10.308 -3.245 -8.184  -0.30
O8 10.411 5.962 -12.442  -0.17
O9 4.502 5.764 0.909  -0.33
O10 5.928 -5.269 -10.720  -0.28
O11 4.451 5.215 -4.112  -0.32
O12 4.016 5.396 -8.005  -0.32
O13 2.189 1.388 -9.995  0.47
O14 0.679 5.653 -11.144  -0.20
N1 0.542 2.679 -10.410  0.79
N2 0.425 1.336 -8.688  -0.17
N3 2.766 3.894 -0.997  -0.40
N4 -0.602 6.602 -8.481  -0.07
N5 3.127 3.465 -7.348  -0.40
N6 9.603 6.276 -9.444  -0.21
N7 4.368 3.457 -9.092  0.00
N8 9.404 -0.483 -6.947  -0.14
N9 6.526 -2.727 -12.317  -0.32
C1 10.926 -4.088 -9.069  -0.72
C2 2.622 4.499 0.322  -0.71
C3 11.135 6.319 -13.569  -0.83
C4 5.921 5.700 0.933  -0.84
C5 6.494 3.154 -6.642  0.06
C6 10.322 5.185 -10.120  -0.41
C7 5.397 7.024 -10.661  -0.54
C8 3.966 4.452 1.084  -0.67
C9 7.178 -4.018 -12.193  -0.39
C10 10.639 -1.216 -6.693  -0.94
C11 7.573 -1.680 -12.552  -0.60
C12 3.755 5.951 -5.072  0.21
C13 0.308 5.795 -12.492  -1.19
C14 4.634 -5.737 -10.457  -0.76
C15 6.404 1.631 -11.156  -0.37
C16 11.209 5.856 -11.217  -0.71
C17 -0.812 6.260 -7.096  -0.70
C18 3.778 4.629 -1.822  -0.37
C19 7.427 5.814 -10.779  -0.52
C20 -2.230 6.801 -6.735  -1.14
C21 3.746 4.181 -3.390  -1.00
C22 8.167 5.962 -9.315  -1.00
C23 7.050 -0.186 -12.641  -0.74
C24 11.166 -2.128 -7.791  -0.48
C25 0.792 6.522 -8.989  0.29
C26 3.786 4.233 -8.192  0.67
C27 1.140 1.847 -9.663  -3.58
C28 -3.563 8.715 -6.883  -0.87
C29 0.917 6.893 -10.480  -0.81
C30 9.117 0.569 -6.021  -0.68
C31 7.881 1.143 -6.625  -0.48
C32 6.054 -5.107 -12.139  -0.77
H1 7.478 6.666 -8.848  0.54
H2 9.671 4.426 -10.552  0.20
H3 -0.255 3.176 -10.038  0.05
H4 10.149 -4.777 -9.401  0.22
H5 7.890 -4.203 -11.389  0.11
H6 3.139 0.029 -10.063  0.36
H7 8.019 5.013 -8.800  0.33
H8 4.390 6.596 -5.679  -0.08
H9 5.388 1.670 -11.551  0.18
H10 4.330 6.811 -10.726  -0.16
H11 1.846 3.923 -1.413  0.27
H12 11.162 -3.439 -9.912  0.33
H13 -0.493 1.698 -8.472  0.68
H14 7.053 0.452 -6.470  0.25
H15 4.592 -5.807 -9.370  0.23
H16 5.004 4.057 -9.599  0.05
H17 11.694 -4.796 -8.758  0.28
H18 6.042 -0.269 -13.049  0.34
H19 7.110 2.276 -11.679  0.38
H20 6.427 4.978 0.293  0.34
H21 11.982 5.141 -11.498  0.41
H22 10.371 -1.930 -5.915  0.36
H23 4.740 4.905 -1.389  0.29
H24 6.299 6.715 0.806  0.26
H25 11.647 6.801 -10.895  0.35
H26 -3.724 9.593 -7.508  0.27
H27 1.208 5.555 -8.704  -0.14
H28 4.371 -6.691 -10.915  0.29
H29 3.873 4.188 2.137  0.49
H30 11.719 7.238 -13.522  0.31
H31 6.335 1.926 -10.109  -0.08
H32 11.406 -0.585 -6.243  0.48
H33 4.951 7.897 -7.360  0.20
H34 9.798 1.408 -6.164  0.33
H35 2.972 2.539 -7.720  0.02
H36 3.069 5.332 -5.651  -0.25
H37 3.984 -4.929 -10.791  0.32
H38 0.306 7.761 -10.731  0.49
H39 2.229 5.516 0.305  0.37
H40 -0.190 4.967 -12.996  0.25
H41 1.300 5.815 -12.944  0.39
H42 2.785 3.945 -3.848  0.51
H43 7.775 6.660 -11.371  0.28
H44 1.964 7.126 -10.672  0.03
H45 1.348 7.359 -8.569  0.46
H46 12.059 -2.522 -7.307  0.37
H47 8.668 -1.174 -6.957  0.20
H48 -4.407 8.168 -7.304  0.35
H49 9.047 0.224 -4.989  0.38
H50 11.764 5.475 -13.852  0.31
H51 4.289 3.253 -3.568  0.22
H52 5.728 7.635 -11.502  0.41
H53 6.644 2.994 -7.710  -0.19
H54 5.572 9.161 -6.803  0.30
H55 5.566 2.778 -6.210  0.20
H56 6.479 4.206 -6.360  0.24
H57 3.806 2.773 -9.578  0.14
H58 9.797 7.266 -9.405  0.29
H59 6.159 -6.040 -12.694  0.46
H60 1.149 3.189 -11.036  0.10
H61 4.500 3.575 0.718  0.41
H62 8.318 -1.762 -11.761  0.25
H63 -1.059 7.467 -8.733  0.21
H64 7.993 1.409 -7.676  0.31
H65 3.229 6.579 -4.353  0.58
H66 7.752 -4.319 -13.069  0.48
H67 -2.373 6.741 -5.656  0.34
H68 5.412 7.558 -9.711  0.31
H69 10.429 6.494 -14.381  0.24
H70 6.032 -2.404 -11.497  0.20
H71 6.391 5.422 1.877  0.33
H72 7.865 4.936 -11.255  0.26
H73 -0.293 6.693 -12.639  0.34
H74 2.084 3.738 0.887  0.44
H75 2.551 3.833 -6.605  0.26
H76 11.495 -1.489 -8.611  0.37
H77 7.730 0.523 -13.113  0.40
H78 3.931 -1.074 -10.732  0.20
H79 -0.651 5.224 -6.798  0.62
H80 10.875 4.568 -9.412  0.37
H81 3.335 5.625 -1.793  0.28
H82 8.144 -1.885 -13.458  0.44
H83 5.165 -4.683 -12.606  0.40
H84 0.803 0.537 -8.200  0.69
H85 -3.689 8.819 -5.805  0.30
H86 -2.897 6.062 -7.179  0.42
H87 -0.107 6.916 -6.585  0.13

Properties
Relative energy (zero: lowest compared OMol25 entry of this formula, charge and spin): 123.8 kJ/mol
Net charge: -1
Spin multiplicity: 2

=====

# 7
Density functional theory data (wB97M-V/def2-TZVPD) for a 2-piece molecular cluster, C4H8O2 overall.

Each line ends with the Mulliken charge.
Atoms and positions in Å:
O1 1.796 -1.088 -0.116  -0.47
O2 -0.650 1.504 -1.046  -0.47
C1 -1.060 0.393 -1.277  0.16
C2 1.602 1.022 0.895  -0.64
C3 1.762 -0.288 1.006  -0.01
C4 -2.017 -0.348 -0.380  -0.88
H1 1.613 1.670 1.763  0.25
H2 -1.976 0.059 0.632  0.26
H3 1.429 1.458 -0.082  0.25
H4 -3.032 -0.212 -0.775  0.32
H5 1.929 -0.791 1.962  0.31
H6 -0.766 -0.133 -2.210  0.33
H7 1.182 -1.821 0.005  0.31
H8 -1.812 -1.423 -0.377  0.28

Properties
Relative energy (zero: lowest compared OMol25 entry of this formula, charge and spin): 205.3 kJ/mol
SMILES string: C=CO.CC=O
Net charge: 0

=====

# 8
Density functional theory data (wB97M-V/def2-TZVPD) for one molecule with the formula C11H19ClN2O2S2.

Each line ends with the Mulliken charge.
Atoms and positions in Å:
Cl1 -4.558 -0.198 -3.923  -0.19
S1 -2.339 -1.530 -2.413  -0.15
S2 -1.151 -2.469 0.198  1.13
O1 -1.653 -2.896 1.468  -0.71
O2 -0.482 -3.403 -0.659  -0.64
N1 1.752 0.488 1.723  0.18
N2 -0.247 -1.108 0.443  -0.07
C1 0.918 0.758 -0.658  2.29
C2 2.054 1.064 -1.638  -1.82
C3 0.758 -0.768 -0.538  -1.37
C4 1.169 1.390 0.736  -1.54
C5 -0.379 1.347 -1.223  -2.03
C6 -3.908 -0.783 -2.462  0.21
C7 3.194 0.393 1.624  -1.11
C8 -3.682 -1.305 -0.235  -0.32
C9 1.365 0.852 3.073  -1.11
C10 -2.501 -1.769 -0.720  0.10
C11 -4.501 -0.738 -1.235  -0.56
H1 3.555 -0.312 2.372  0.36
H2 3.692 1.362 1.787  0.33
H3 -3.946 -1.383 0.803  0.48
H4 -0.541 1.005 -2.242  0.44
H5 1.765 0.112 3.766  0.35
H6 -0.331 2.434 -1.230  0.44
H7 3.005 0.676 -1.287  0.34
H8 0.424 -1.181 -1.491  0.83
H9 1.783 2.297 0.614  0.31
H10 0.083 -0.988 1.389  0.34
H11 0.279 0.850 3.158  0.35
H12 1.739 1.843 3.372  0.38
H13 0.200 1.702 1.129  0.54
H14 -5.475 -0.322 -1.058  0.46
H15 3.475 0.020 0.643  0.29
H16 2.152 2.139 -1.774  0.44
H17 1.717 -1.231 -0.289  0.17
H18 1.843 0.615 -2.606  0.43
H19 -1.227 1.038 -0.616  0.41

Properties
SMILES string: CN(C)CC(C)(C)CNS(=O)(=O)c1ccc(Cl)s1
Calculated total energy: -1947.07372 Ha
Net charge: 0

=====

Q: net charge of number 8 (C11H19ClN2O2S2)?
A: 0

=====

Q: Which value of net charge does entry 6 give?
A: -1

=====

Q: net charge of number 1 (C3H11ClN2Si)?
A: 0